C30H50Cl2N3O4SiSr | ωB97M-V with the def2-TZVPD basis set

The geometry in XYZ format:
```
91
Properties=species:S:1:pos:R:3
C -1.2923 -0.1970 -4.5768
C -0.9350 -1.4131 -3.7806
H -0.9531 -0.2391 -5.6179
H -0.8526 0.6790 -4.0814
H -2.3849 -0.0676 -4.5812
C -0.3440 -2.5165 -4.2733
C 0.1364 -2.6933 -5.6757
H -0.2129 -3.4001 -3.6396
H 0.3976 -1.7409 -6.1575
H -0.6148 -3.1957 -6.3052
H 1.0332 -3.3288 -5.6804
Sr 1.4863 1.2817 0.6998
Cl 2.5190 3.7983 1.0755
C 0.2193 -1.9869 1.9597
O 1.0064 -1.0582 1.6803
N 0.5195 -3.0114 2.7614
C 1.8594 -3.1282 3.3133
C -0.4242 -4.0832 3.0547
H -0.8053 -2.0139 1.5348
H 2.3935 -2.1915 3.1460
H 2.3978 -3.9545 2.8331
H 1.7889 -3.3418 4.3831
H -1.3681 -3.8904 2.5356
H -0.6133 -4.1294 4.1357
H -0.0234 -5.0502 2.7237
H 0.7228 3.7389 5.7911
H -0.4995 5.6766 4.5830
C 1.3006 3.6362 4.8617
C 0.0493 5.4164 3.6667
N 0.4689 4.0263 3.7369
H 1.6215 2.6009 4.7271
C 0.0501 3.1291 2.8481
O 0.3046 1.9008 2.8880
H -0.6055 5.5380 2.7971
H -0.5315 3.5566 2.0080
H 2.1719 4.2998 4.9232
H 0.9157 6.0839 3.5639
H 1.6188 -0.0165 -3.3430
H 2.4625 -2.8991 -3.5582
C 2.7161 -0.0411 -3.2720
C 3.4078 -2.4393 -3.2249
N 3.1547 -1.2019 -2.4966
H 3.0566 0.8835 -2.7986
C 3.3609 -1.1005 -1.1691
O 3.0206 -0.0912 -0.5175
H 3.9370 -3.1358 -2.5653
H 3.8650 -1.9561 -0.6793
H 3.1349 -0.1216 -4.2814
H 4.0179 -2.2211 -4.1122
O -0.7144 -0.1558 -1.8289
C -1.2583 -1.2703 -2.2793
C 0.3472 -2.9464 -1.2150
C -0.9576 -2.5161 -1.4126
H 1.1769 -2.3186 -1.5645
C 0.6034 -4.1815 -0.6049
H -2.3726 -1.1483 -2.2550
C -2.0169 -3.2488 -0.8761
H 1.6410 -4.5216 -0.4984
C -0.4667 -4.9687 -0.1728
C -1.7834 -4.4959 -0.2861
H -3.0310 -2.8335 -0.9631
H -0.2706 -5.9623 0.2430
H -2.6323 -5.1025 0.0490
Si 0.0292 4.3602 -2.0539
Cl 0.6515 2.2744 -1.7945
C 1.6693 5.2484 -2.0361
C -1.0305 4.8610 -0.6031
C -0.7935 4.7449 -3.6759
H 2.5071 4.5601 -1.8894
H 1.7128 5.9628 -1.2081
H 1.8357 5.7934 -2.9727
H -0.1000 4.6567 -4.5196
H -1.1250 5.7915 -3.6244
H -1.6716 4.1267 -3.9002
H -1.3447 4.0034 0.0052
H -1.9353 5.4102 -0.9096
H -0.4236 5.5251 0.0334
C -2.5083 0.3908 1.1924
C -2.6755 -0.0839 2.4898
C -2.9552 -1.4717 2.7460
C -2.8783 -1.9791 4.0395
C -2.5983 -1.1346 5.1274
C -2.4434 0.2461 4.9157
C -2.5051 0.7689 3.6364
H -2.3195 1.4503 1.0246
H -2.5685 -0.2837 0.3422
H -3.2290 -2.1031 1.8961
H -3.0384 -3.0436 4.2094
H -2.5184 -1.5493 6.1342
H -2.2786 0.9153 5.7646
H -2.3846 1.8389 3.4510
```

Computed properties:
Orbital gap ... 3.683 eV
Strongest force on any atom ... 0.0413 Eh/bohr
Charge ... -1
Energy ... -78344.5862 eV
Relative energy (zero: lowest compared OMol25 entry of this formula, charge and spin) ... 190.8 kJ/mol
LUMO ... 2.2 eV

=====

C5H12N2O | ωB97M-V with the def2-TZVPD basis set

The geometry in XYZ format:
```
20
Properties=species:S:1:pos:R:3
C 1.6124 -0.9866 0.8112
C 2.7010 -0.2702 0.4734
C -1.1715 0.2313 -0.0704
C -0.6843 0.2931 -1.5227
C -1.2789 1.4962 0.7896
N -1.8802 -2.0379 -0.0552
N -1.6565 -0.8841 0.4206
O 3.1856 -0.3637 -0.8158
H 1.0713 -1.4743 0.0317
H 1.3323 -1.2016 1.7695
H 3.2860 0.5230 0.9970
H -0.1394 -0.6485 -1.7376
H 0.1165 1.0050 -1.7269
H -1.5649 0.2683 -2.0703
H -2.2603 2.0242 0.5200
H -0.5115 2.1518 0.5184
H -1.2494 1.2303 1.8593
H -1.2830 -2.0229 -0.9317
H -2.1472 -0.8000 1.3740
H 2.9177 -1.2122 -1.0567
```

Computed properties:
Orbital gap (spin up / spin down) ... 8.020 / 8.021 eV
Strongest force on any atom ... 0.0845 Eh/bohr
Energy ... -10403.2710 eV
Relative energy (zero: lowest compared OMol25 entry of this formula, charge and spin) ... 497.2 kJ/mol
LUMO (spin up / spin down) ... 0.8 / 0.8 eV

=====

C16H15AuBF2N5 | ωB97M-V with the def2-TZVPD basis set

The geometry in XYZ format:
```
40
Properties=species:S:1:pos:R:3
Au 0.4246 0.0452 -0.7870
C -1.8159 1.8113 -1.5912
N -1.3434 0.4595 -2.0434
C -2.1685 -0.7917 -1.9514
C -1.4774 -1.8869 -1.1527
N -0.1885 -1.8566 -0.7941
C 0.1358 -3.0957 -0.2436
C 1.3206 -3.5941 0.2853
C 1.2930 -4.8856 0.7655
C 0.1220 -5.6623 0.7295
C -1.0578 -5.1739 0.2111
C -1.0232 -3.8739 -0.2774
N -2.0122 -3.0692 -0.8512
C -0.8857 2.4373 -0.5649
N 0.3368 1.9763 -0.2776
C 0.9580 2.8974 0.5646
C 2.2139 2.9093 1.1599
C 2.5125 3.9900 1.9613
C 1.5904 5.0293 2.1739
C 0.3415 5.0224 1.5914
C 0.0477 3.9341 0.7796
N -1.0988 3.5974 0.0545
H -1.7297 2.4648 -2.4634
H -2.8644 1.8291 -1.2952
H -1.1707 0.5737 -3.0347
H -3.1983 -0.6125 -1.6435
H -2.2152 -1.1922 -2.9677
H 2.2372 -3.0186 0.3056
H 2.1962 -5.3150 1.1757
H 0.1507 -6.6714 1.1159
H -1.9585 -5.7718 0.1880
H -2.9657 -3.3490 -1.0288
H 2.9447 2.1282 0.9940
H 3.4829 4.0431 2.4347
H 1.8717 5.8575 2.8091
H -0.3681 5.8209 1.7596
H -1.9382 4.1547 -0.0072
F 3.2383 -0.3737 -0.1883
B 2.0799 -0.3355 0.4055
F 1.9818 -0.4518 1.6986
```

Computed properties:
Orbital gap ... 8.216 eV
Strongest force on any atom ... 0.0283 Eh/bohr
Charge ... +2
Energy ... -34078.6317 eV
Relative energy (zero: lowest compared OMol25 entry of this formula, charge and spin) ... 54.9 kJ/mol
LUMO ... -6.8 eV